ORCA calculation (ωB97M-V with the def2-TZVPD basis set) on a cluster of 7 separate species, C18H44F12N5O6P2 in total in a non-equilibrium geometry.

Results
Multiplicity: 1
HOMO-LUMO gap: 0.24341 hartree
Total charge: -1
E_tot: -90307.3115 eV
Relative energy (zero: lowest compared OMol25 entry of this formula, charge and spin): 258.2 kJ/mol

```
87
Properties=species:S:1:pos:R:3:lowdin_charge:R:1
N -5.6425 6.0848 -17.5764 0.305
H -4.8735 5.5345 -17.9313 0.052
H -6.4774 5.9650 -18.1320 0.077
H -5.3021 7.0050 -17.3367 0.066
H -5.7363 5.5231 -16.7422 0.051
N -5.6063 4.0804 -15.0653 -0.666
O -5.0712 3.3467 -14.2941 -0.025
O -5.8041 5.3153 -14.8412 -0.094
O -5.8624 3.6420 -16.1631 -0.016
N -3.4840 3.9427 -19.2344 -0.690
O -4.5562 3.6506 -19.5441 0.049
O -2.5148 3.3035 -19.7381 -0.091
O -3.3042 4.8729 -18.4679 -0.091
C -5.9178 7.2866 -21.2015 -0.064
C -5.8010 8.5321 -22.1543 -0.246
C -6.8276 9.5857 -21.9015 -0.209
C -6.7423 10.3884 -20.6112 -0.086
N -8.0321 11.1401 -20.1678 -0.222
C -8.3614 12.1583 -21.2833 -0.114
C -9.3499 13.1139 -20.6480 -0.144
C -8.8159 13.1356 -19.1884 -0.142
C -7.8076 11.9932 -18.9592 -0.095
C -9.2212 10.1428 -19.9284 0.073
H -4.9449 6.7988 -21.2621 0.079
H -6.7984 6.6822 -21.4190 0.073
H -5.9146 7.6058 -20.1593 0.046
H -5.8541 8.1195 -23.1618 0.106
H -4.7953 8.9514 -22.1254 0.104
H -7.7152 8.9622 -21.7941 0.112
H -6.9102 10.2072 -22.7932 0.111
H -5.9771 11.1599 -20.6966 0.132
H -6.4944 9.7766 -19.7438 0.117
H -8.7522 11.5627 -22.1082 0.123
H -7.4696 12.6946 -21.6075 0.138
H -10.3444 12.6679 -20.6611 0.107
H -9.4691 14.0886 -21.1210 0.116
H -9.5833 13.1641 -18.4148 0.112
H -8.3043 14.0929 -19.0890 0.108
H -7.7383 11.3592 -18.0752 0.131
H -6.8324 12.4681 -19.0670 0.130
H -8.8645 9.1792 -19.5646 0.091
H -9.6892 9.9828 -20.8998 0.104
H -9.9123 10.4389 -19.1392 0.113
C -0.7364 10.3787 -15.3764 -0.082
C -0.5203 9.5918 -14.0445 -0.242
C -1.1591 8.2072 -13.9581 -0.187
C -0.5724 7.1971 -15.0060 -0.090
N -1.1875 5.8003 -14.9296 -0.218
C -0.8310 5.0106 -13.5888 -0.052
C -0.9892 3.5060 -14.0316 -0.171
C -0.2313 3.4757 -15.2884 -0.165
C -0.5339 4.8759 -15.9435 -0.072
C -2.7107 5.8645 -15.0741 0.032
H -1.2928 9.7126 -16.0358 0.047
H 0.1725 10.6588 -15.9089 0.067
H -1.4038 11.2215 -15.1965 0.072
H -0.5794 10.2158 -13.1528 0.104
H 0.4854 9.1835 -13.9449 0.086
H -2.2288 8.3390 -14.1211 0.099
H -0.9917 7.8776 -12.9327 0.111
H 0.4735 6.9438 -14.8328 0.122
H -0.7768 7.4970 -16.0339 0.138
H -1.6084 5.1985 -12.8483 0.118
H 0.1626 5.2646 -13.2197 0.126
H -2.0379 3.3300 -14.2712 0.117
H -0.7009 2.8680 -13.1962 0.123
H -0.5550 2.5647 -15.7917 0.126
H 0.8230 3.3114 -15.0659 0.109
H -1.1804 4.6632 -16.7949 0.121
H 0.4350 5.2364 -16.2889 0.125
H -2.9889 5.1447 -15.8439 0.091
H -3.0991 6.7016 -15.6541 0.099
H -3.1291 5.8179 -14.0687 0.110
P -9.1616 5.8233 -19.1216 0.259
F -9.1661 5.4013 -17.5687 -0.149
F -8.0351 4.6297 -19.4323 -0.182
F -10.4307 4.8115 -19.5383 -0.212
F -9.1726 6.2936 -20.6692 -0.178
F -10.3504 6.8615 -18.7313 -0.185
F -7.8590 6.8295 -18.8036 -0.217
P -5.0551 9.6313 -16.4921 0.176
F -5.4975 8.2322 -15.6703 -0.186
F -6.4538 9.5625 -17.2764 -0.173
F -5.9102 10.4895 -15.4368 -0.158
F -4.5566 11.0578 -17.1117 -0.178
F -3.6488 9.5618 -15.7240 -0.152
F -4.4672 8.7900 -17.7311 -0.160
```